1.
A molecular structure, C2H3BN2O2S at a distorted geometry. Source: the Open Molecules 2025 dataset; level of theory: the ωB97M-V functional and the def2-TZVPD basis.

```
! RIJCOSX wB97M-V def2-TZVPD def2/J DEFGRID3
* xyz 0 1
B -1.28 -1.55 0.45
C 1.56 1.90 -0.40
C 1.11 0.80 0.30
N 0.85 2.29 -1.41
N -0.16 1.88 -1.88
O -0.06 -1.92 0.73
O -2.36 -2.03 0.83
S -0.46 0.28 -0.31
H 2.54 2.35 -0.34
H 0.72 -1.26 0.61
H -2.45 -2.74 1.42
*
```

## Properties
Highest occupied orbital energy (spin up / spin down) = -8.6 / -8.6 eV
LUMO energy (spin up / spin down) = -0.40 / -0.40 eV
HOMO-LUMO gap (spin up / spin down) = 8.21 / 8.21 eV
Electronic energy = -20706.3490 eV


2.
A molecular structure, C2H3BaFO at a distorted geometry. Source: the Open Molecules 2025 dataset; level of theory: the ωB97M-V functional and the def2-TZVPD basis.

```
! RIJCOSX wB97M-V def2-TZVPD def2/J DEFGRID3
* xyz 0 1
C -2.03 -0.15 0.52
C -1.60 -1.25 -0.12
H -2.02 0.00 1.60
F -2.54 0.87 -0.13
H -1.30 -2.11 0.49
H -1.73 -1.36 -1.20
O 3.01 0.75 0.26
Ba 1.22 -0.39 -0.14
*
```

## Properties
Highest occupied orbital energy (spin up / spin down) = -6.2 / -6.2 eV
LUMO energy (spin up / spin down) = -0.63 / -0.63 eV
HOMO-LUMO gap (spin up / spin down) = 5.56 / 5.56 eV
Electronic energy = -7577.5368 eV


3.
A molecular structure, C2H3BiO3 at a distorted geometry. Source: the Open Molecules 2025 dataset; level of theory: the ωB97M-V functional and the def2-TZVPD basis.

```
! RIJCOSX wB97M-V def2-TZVPD def2/J DEFGRID3
* xyz 1 2
C -1.63 -0.24 -0.89
O -1.72 0.15 0.32
H -2.51 -0.25 -1.55
H -0.08 -0.38 -1.10
O 1.16 -0.79 1.19
C 1.40 -0.04 0.12
O 1.25 1.22 0.52
Bi -0.29 0.56 1.69
H 2.41 -0.23 -0.30
*
```

## Properties
Highest occupied orbital energy (spin up / spin down) = -12.2 / -15.6 eV
LUMO energy (spin up / spin down) = -6.27 / -6.10 eV
Expectation value of S² = 0.761
HOMO-LUMO gap (spin up / spin down) = 5.98 / 9.54 eV
Electronic energy = -14091.5270 eV


4.
A molecular structure, C2H3BiO3 at a distorted geometry. Source: the Open Molecules 2025 dataset; level of theory: the ωB97M-V functional and the def2-TZVPD basis.

```
! RIJCOSX wB97M-V def2-TZVPD def2/J DEFGRID3
* xyz 2 1
O 4.25 -0.67 -0.10
C 3.24 -0.13 -0.04
O 2.34 0.62 -0.06
C -2.08 -0.28 0.03
O -1.29 0.86 0.07
Bi 0.46 1.47 0.05
H -2.80 -0.31 0.87
H -2.66 -0.34 -0.91
H -1.46 -1.23 0.08
*
```

## Properties
Highest occupied orbital energy = -20.9 eV
LUMO energy = -12.45 eV
HOMO-LUMO gap = 8.41 eV
Electronic energy = -14082.4547 eV


5.
2 unconnected molecules or ions with the total composition C2H3Br2N at a distorted geometry. Source: the Open Molecules 2025 dataset; level of theory: the ωB97M-V functional and the def2-TZVPD basis.

```
! RIJCOSX wB97M-V def2-TZVPD def2/J DEFGRID3
* xyz 0 1
C 0.68 -0.16 0.73
C 0.26 1.07 0.45
N 1.05 -1.31 0.69
Br -0.93 -1.13 -2.54
Br -1.44 1.78 1.19
H -1.64 -0.33 -1.60
H 0.46 1.85 -0.31
H 1.55 -1.75 1.40
*
```

## Properties
Highest occupied orbital energy = -9.0 eV
LUMO energy = -0.15 eV
HOMO-LUMO gap = 8.89 eV
Electronic energy = -143695.5757 eV


6.
2 unconnected molecules or ions with the total composition C2H3Br2N at a distorted geometry. Source: the Open Molecules 2025 dataset; level of theory: the ωB97M-V functional and the def2-TZVPD basis.

```
! RIJCOSX wB97M-V def2-TZVPD def2/J DEFGRID3
* xyz 0 3
C -0.68 0.70 -0.33
C -0.97 -0.50 0.47
N 0.11 0.73 -1.29
Br -1.39 2.39 0.47
Br -2.48 -0.65 1.53
H 0.24 -0.01 1.61
H -0.46 -1.49 0.19
H 0.46 1.47 -1.85
*
```

## Properties
Highest occupied orbital energy (spin up / spin down) = -7.2 / -10.0 eV
LUMO energy (spin up / spin down) = 0.51 / -3.06 eV
Expectation value of S² = 2.016
HOMO-LUMO gap (spin up / spin down) = 7.71 / 6.93 eV
Electronic energy = -143691.6100 eV


7.
2 unconnected molecules or ions with the total composition C2H3Br2N3 at a distorted geometry. Source: the Open Molecules 2025 dataset; level of theory: the ωB97M-V functional and the def2-TZVPD basis.

```
! RIJCOSX wB97M-V def2-TZVPD def2/J DEFGRID3
* xyz 0 1
C 0.50 -0.41 0.08
C 0.56 0.83 -0.44
N 1.54 -1.11 -0.40
N 2.23 -0.31 -1.20
N 1.66 0.93 -1.21
Br -3.24 -0.64 0.26
Br -0.44 2.45 -0.29
H -0.30 -0.88 0.60
H -2.13 -0.04 0.78
H 2.01 1.76 -1.74
*
```

## Properties
Highest occupied orbital energy = -9.9 eV
LUMO energy = 0.43 eV
HOMO-LUMO gap = 10.38 eV
Electronic energy = -146676.2520 eV


8.
C2H3Br2N3 in the gas phase at a distorted geometry. Source: the Open Molecules 2025 dataset; level of theory: the ωB97M-V functional and the def2-TZVPD basis.

```
! RIJCOSX wB97M-V def2-TZVPD def2/J DEFGRID3
* xyz 0 3
C 0.51 -0.80 -0.46
C -0.66 -0.01 -0.01
N 0.43 -2.05 -0.18
N -0.45 1.87 1.36
N -0.18 1.35 0.23
Br 1.95 -0.05 -1.50
Br -2.02 0.06 -1.44
H -0.85 -0.63 0.84
H 1.35 -2.55 -0.29
H -0.08 2.82 1.45
*
```

## Properties
Highest occupied orbital energy (spin up / spin down) = -7.9 / -10.4 eV
LUMO energy (spin up / spin down) = 0.13 / -2.15 eV
Expectation value of S² = 2.008
HOMO-LUMO gap (spin up / spin down) = 8.03 / 8.27 eV
Electronic energy = -146673.3674 eV


9.
A gas-phase ion, C2H3Br2O2Si (charge -1) at a distorted geometry. Source: the Open Molecules 2025 dataset; level of theory: the ωB97M-V functional and the def2-TZVPD basis.

```
! RIJCOSX wB97M-V def2-TZVPD def2/J DEFGRID3
* xyz -1 1
C -0.15 1.92 -0.97
C 0.30 -0.67 1.25
O 0.44 2.34 -0.06
O -0.69 2.22 -1.98
Si -0.19 -0.32 -0.54
Br 1.36 -1.65 -1.60
Br -2.12 -1.76 -1.03
H 0.95 0.17 1.72
H -0.61 -0.59 1.73
H 0.72 -1.66 1.48
*
```

## Properties
Highest occupied orbital energy = -4.2 eV
LUMO energy = 3.29 eV
HOMO-LUMO gap = 7.47 eV
Electronic energy = -154184.7135 eV


10.
2 unconnected molecules or ions with the total composition C2H3Br3ClP at a distorted geometry. Source: the Open Molecules 2025 dataset; level of theory: the ωB97M-V functional and the def2-TZVPD basis.

```
! RIJCOSX wB97M-V def2-TZVPD def2/J DEFGRID3
* xyz 0 1
C -0.33 1.60 -0.08
C -1.00 0.47 0.49
P 1.75 -3.30 -0.87
Cl -0.31 -0.28 1.81
Br -2.79 0.11 -0.01
Br 0.20 -1.84 -1.53
Br 2.76 -2.43 0.81
H 0.29 2.17 0.75
H -0.96 2.20 -0.67
H 0.39 1.29 -0.69
*
```

## Properties
Highest occupied orbital energy (spin up / spin down) = -8.4 / -7.6 eV
LUMO energy (spin up / spin down) = -0.04 / -1.53 eV
HOMO-LUMO gap (spin up / spin down) = 8.36 / 6.11 eV
Electronic energy = -234059.5478 eV


- Among the records above, which one has the highest electronic energy?
  C2H3BaFO